Entry 1:
Molecular formula: C14H32BrFNbO3S2
Method: DFT, ωB97M-V with the def2-TZVPD basis set

Structure (XYZ):
```
54
Properties=species:S:1:pos:R:3:forces:R:3
C 6.90179 1.49810 0.65684 -0.438 -0.345 0.149
C 5.82704 0.40731 0.63582 0.295 0.557 -0.028
C 5.13381 0.36778 -0.71225 -0.127 -0.407 -0.155
C 4.25246 -0.86729 -0.89227 0.329 0.350 0.190
C 3.00083 -0.83969 -0.00450 0.117 -0.661 -0.640
C 1.74869 -0.55511 -0.83646 0.089 0.459 0.218
C 0.55160 -0.08629 0.00302 0.239 -0.535 0.530
C -0.47379 -1.21298 0.26835 -0.779 0.212 -0.466
Nb -2.60085 -0.62897 -0.10451 0.824 2.056 -3.489
S -2.04482 0.62207 -2.17873 0.128 -0.229 0.452
Br -5.14464 -0.27705 -0.60785 0.369 -0.256 0.161
C -2.74454 -2.65220 -1.23562 0.578 -0.719 1.493
O -1.80370 -2.65269 -2.31647 -0.291 0.281 0.134
C -2.44347 -2.59885 -3.56601 0.332 0.067 0.021
C -2.37653 1.14930 1.28203 -0.837 -1.051 1.005
C -3.59070 2.08923 1.43077 0.723 0.920 0.551
C -3.29793 3.03977 2.61714 -0.657 -0.175 -0.104
C -3.77254 3.00578 0.21805 -0.093 -0.364 0.348
S -3.14834 -1.96649 2.03960 -0.189 1.125 0.783
O -2.42032 -1.46435 3.17684 0.911 -0.190 0.245
O -4.56145 -2.01707 2.30139 -0.493 -0.898 -0.468
F -2.58739 -3.49167 1.88421 -0.300 -0.146 0.022
H 7.29344 1.65738 1.65600 0.128 0.041 0.162
H 7.71746 1.19233 0.00754 0.167 0.199 -0.142
H 6.46970 2.43016 0.30485 0.121 0.234 -0.104
H 6.31596 -0.54218 0.84281 -0.114 -0.282 0.035
H 5.09264 0.58752 1.41677 -0.030 -0.051 0.199
H 4.51915 1.25814 -0.85333 0.002 0.207 0.051
H 5.89860 0.38943 -1.48937 0.084 0.003 -0.169
H 3.96294 -0.93759 -1.93806 -0.128 -0.106 -0.153
H 4.87148 -1.73756 -0.68029 0.032 -0.210 0.030
H 3.11839 -0.13618 0.81467 -0.039 0.183 0.065
H 2.89788 -1.83270 0.42814 -0.177 -0.024 0.373
H 1.99623 0.19423 -1.59054 0.013 0.115 -0.076
H 1.51134 -1.47275 -1.36648 -0.167 -0.045 -0.285
H 0.96266 0.18848 0.97260 -0.115 0.342 0.187
H 0.12076 0.82359 -0.40418 -0.118 0.030 -0.221
H -0.24384 -2.04405 -0.39599 -0.205 -0.160 -0.201
H -0.38718 -1.61840 1.27312 -0.029 0.094 0.270
H -3.25506 0.98875 -2.61953 -0.048 -0.060 0.195
H -2.42242 -3.45167 -0.57331 -0.261 -0.274 0.027
H -3.76025 -2.82771 -1.57143 -0.194 -0.068 -0.133
H -1.70302 -2.33536 -4.31628 0.141 0.069 -0.066
H -2.85698 -3.57636 -3.82936 -0.221 -0.053 0.029
H -3.22297 -1.83775 -3.57365 -0.178 0.079 -0.061
H -1.55624 1.75766 0.89538 0.240 -0.196 -0.365
H -2.08586 0.84837 2.28711 0.101 -0.142 0.053
H -4.50996 1.57635 1.69460 -0.072 -0.383 -0.256
H -2.87506 2.50924 3.46261 0.186 -0.023 0.135
H -2.65819 3.86002 2.30382 0.367 0.032 0.060
H -4.23870 3.48378 2.94770 -0.074 0.163 0.072
H -4.30237 2.52665 -0.59684 0.015 -0.006 -0.214
H -2.77557 3.30435 -0.09518 0.096 0.122 -0.323
H -4.30014 3.90514 0.52671 -0.252 0.123 -0.124
```
Positions in Å, forces in eV/Å.

* frontier orbital gap: 6.406 eV
* HOMO level: -0.17748 Ha
* charge: -1
* electronic energy: -4305.57772 Eh
* multiplicity: 1

These are the Löwdin partial charges, in e, on atoms 1 to 6: number 1, C, carries -0.12; number 2, C, carries -0.28; number 3, C, carries -0.24; number 4, C, carries -0.22; number 5, C, carries -0.21; number 6, C, carries -0.22

---

Entry 2:
Molecular formula: C14H32CdN6O6S
Method: DFT, ωB97M-V with the def2-TZVPD basis set

Structure (XYZ):
```
60
Properties=species:S:1:pos:R:3:forces:R:3
O 2.81921 3.95331 1.82404 -2.623 2.932 -0.180
H 2.83980 3.93802 2.78342 0.360 -0.279 0.206
Cd 0.98616 2.04480 -0.20037 -1.441 -0.286 2.799
N -0.69480 3.33462 0.40111 -1.566 -0.695 2.421
N 0.09961 1.44562 2.04369 -2.094 2.832 0.169
N 1.76380 1.15389 -2.00687 0.586 0.384 -1.820
N 1.01889 -0.51056 -0.31078 1.910 -1.236 0.697
O -1.24940 3.96636 -0.54614 -0.013 1.049 -0.486
O 1.76535 2.03393 -2.95563 0.379 -0.705 0.081
O 0.94147 -1.31493 0.82985 -0.643 0.814 -1.042
O 0.14663 0.30026 2.65873 0.738 -2.121 0.331
C -0.77435 2.34906 2.55991 2.750 -2.540 -0.886
C -1.20811 3.37878 1.67458 1.389 0.865 -3.092
C 2.24985 -0.07663 -2.25105 -0.625 0.378 0.881
C 1.94067 -0.98004 -1.23380 -0.720 0.208 0.773
C -2.21105 4.42100 1.99498 -0.259 0.096 -0.013
H -1.70322 5.35240 2.29777 -0.278 -0.154 0.013
H -2.87965 4.08943 2.79796 0.037 0.265 -0.218
H -2.77226 4.63731 1.07770 0.005 -0.002 0.274
C -1.36960 2.09516 3.90619 -0.304 0.067 -0.005
H -0.61271 1.78829 4.63842 -0.110 -0.058 -0.313
H -2.11430 1.28910 3.83623 0.151 0.057 0.137
H -1.87245 2.99236 4.27565 0.056 -0.134 -0.006
C 2.94095 -0.43416 -3.49758 0.312 -0.248 -0.666
C 2.36123 -2.39047 -1.14096 0.611 -0.690 -0.079
H 3.17305 0.44775 -4.08939 0.004 0.093 0.145
H 2.30985 -1.07139 -4.12648 0.049 -0.037 0.057
H 3.86527 -0.98001 -3.28846 -0.094 0.000 -0.035
H 2.11518 -2.77855 -0.13257 0.285 0.124 -0.781
H 3.44989 -2.47708 -1.33380 -0.579 -0.110 0.121
H 1.84114 -2.99783 -1.91616 0.247 0.212 0.375
H 2.03436 3.39243 -2.00993 -0.395 0.081 0.598
H 0.59856 -0.63808 1.55341 0.056 0.266 0.995
C 3.94607 2.09188 2.13945 0.569 -2.465 -0.659
H 4.76411 2.73326 1.87025 0.098 -0.120 -0.062
H 3.63732 1.23587 1.48660 0.382 1.010 0.717
H 3.46216 2.19506 3.08649 0.021 -0.333 0.299
O 1.95956 3.71550 -1.05657 2.593 1.848 -0.967
H 2.03105 4.57324 1.74402 0.971 -0.864 -0.565
H 2.87189 4.02970 -0.82492 -1.275 -0.401 -0.043
C -2.02264 -4.35010 -3.35070 -0.033 -0.297 0.004
C -1.43502 -3.76520 -2.07783 -0.199 -0.085 -0.025
N -1.66154 -2.31156 -2.06511 0.339 -0.471 -0.242
C -1.45749 -1.57589 -0.94962 -0.221 -0.032 -0.188
S -0.63018 -0.11597 -1.17514 -1.150 0.668 -0.039
N -1.94683 -1.97074 0.22044 -0.199 0.170 0.168
C -3.24006 -2.65427 0.35150 -0.043 -0.103 -0.031
C -3.21328 -3.70140 1.44402 -0.155 -0.255 0.141
H -3.05715 -4.01784 -3.50082 0.236 -0.049 0.056
H -2.02140 -5.44390 -3.28784 0.041 0.191 -0.103
H -1.42476 -4.06019 -4.22274 -0.172 -0.026 0.109
H -1.89437 -4.19790 -1.18630 0.088 0.005 -0.196
H -0.35223 -3.97174 -2.02112 -0.278 0.071 0.033
H -1.31201 -1.84820 -2.90310 -0.127 -0.108 0.387
H -1.64700 -1.44082 1.03735 0.041 0.086 -0.279
H -4.00285 -1.89373 0.57481 0.179 -0.134 -0.085
H -3.49113 -3.09221 -0.61627 -0.009 0.113 0.169
H -3.13955 -3.23801 2.43155 0.106 -0.071 -0.103
H -4.14174 -4.28002 1.42239 0.088 0.094 0.032
H -2.37992 -4.39898 1.31554 -0.069 0.133 0.017
```
Positions in Å, forces in eV/Å.

* ΔE to the lowest compared entry with this formula, charge and spin: 8.4 kcal/mol
* frontier orbital gap (spin up / spin down): 4.233 / 3.802 eV
* HOMO level (spin up / spin down): -0.19488 / -0.19463 Ha
* electronic energy: -1898.10237 Eh
* multiplicity: 1

These are the Löwdin partial charges, in e, on atoms 1 to 6: number 1, O, carries -0.16; number 2, H, carries 0.03; number 3, Cd, carries 1.40; number 4, N, carries -0.28; number 5, N, carries -0.19; number 6, N, carries -0.23

---

Entry 3:
Molecular formula: C14H32CrN6O7
Method: DFT, ωB97M-V with the def2-TZVPD basis set

Structure (XYZ):
```
60
Properties=species:S:1:pos:R:3:forces:R:3
O -0.10450 0.32702 -6.18588 -0.323 0.074 0.087
H -0.62284 0.00536 -6.92818 0.130 -0.098 -0.065
Cr -0.17415 0.14657 -0.89172 -1.910 0.268 -0.682
N 0.04435 2.18840 -0.27473 -1.705 1.560 1.069
N 1.31478 0.96802 -2.02985 0.511 -0.186 -0.580
N -1.62957 -1.16361 -0.08933 -0.458 -2.318 0.965
N -0.26754 -1.62401 -2.01802 -0.435 -1.962 0.250
O -0.81573 2.92805 0.38294 1.448 -1.820 -1.151
O -2.44047 -0.87095 1.01272 0.564 0.758 -0.187
O 0.15784 -1.72616 -3.33009 0.802 0.311 1.182
O 1.68885 0.40770 -3.13907 0.119 1.153 1.555
C 1.89610 2.12569 -1.59323 0.281 -0.349 -0.612
C 1.25206 2.72449 -0.48351 0.209 -0.352 -0.292
C -1.57382 -2.47583 -0.31597 -0.326 3.278 0.965
C -0.84921 -2.72894 -1.51284 1.486 1.642 -2.010
C 1.73082 3.78478 0.44174 0.093 0.446 0.074
H 1.90867 3.28358 1.40600 -0.033 0.206 -0.146
H 0.95311 4.53923 0.61157 0.165 -0.248 -0.091
H 2.65143 4.29134 0.14818 -0.131 -0.243 -0.107
C 3.03727 2.77692 -2.31033 0.364 0.420 0.135
H 2.78327 3.06483 -3.34400 -0.060 -0.355 0.354
H 3.94629 2.15789 -2.34167 -0.419 -0.023 -0.061
H 3.29964 3.70399 -1.77941 -0.064 -0.333 -0.245
C -2.17591 -3.44044 0.62684 -0.198 -0.433 0.255
C -0.87505 -4.07125 -2.13346 0.066 -0.656 -0.360
H -2.76571 -2.89455 1.37161 0.229 -0.374 -0.280
H -1.35827 -3.96967 1.14604 -0.323 -0.022 -0.210
H -2.82348 -4.16744 0.12821 0.218 -0.001 0.046
H -0.08949 -4.20875 -2.88502 -0.267 0.206 0.155
H -1.85347 -4.28714 -2.59530 0.328 0.149 0.057
H -0.73475 -4.83241 -1.34959 -0.042 0.251 -0.196
H -1.96919 -0.10198 1.40293 -0.181 -0.440 -0.312
H 0.88246 -0.99847 -3.39092 -0.994 -0.524 -0.039
C -1.02526 0.81624 -5.21205 0.021 0.055 -0.120
H -0.44533 1.48969 -4.57289 -0.268 -0.098 0.011
H -1.43759 -0.00842 -4.60968 0.071 0.256 -0.079
H -1.85689 1.37916 -5.67453 0.349 -0.165 0.218
O -2.08508 1.15584 -1.44061 0.264 0.317 0.250
H -2.75623 0.57720 -1.04396 0.033 0.454 -0.154
H -2.05723 2.00927 -0.92983 -0.206 -0.890 -0.315
C 1.74771 -1.51310 1.62693 0.150 -0.099 -0.481
N 1.16803 -0.88619 2.80165 -0.192 0.653 -0.084
C 1.81656 -1.16528 4.07917 0.280 -0.135 0.543
C 0.20074 0.03031 2.52107 -0.791 -0.141 0.032
O -0.08028 0.27313 1.31594 0.606 -0.035 0.696
N -0.58637 0.60323 3.47646 0.624 -0.105 -1.154
C -0.40707 0.36309 4.85849 0.411 -0.510 1.633
C -1.60121 1.55810 3.09741 -0.758 0.741 -0.300
H 2.50894 -2.20312 1.99114 -0.085 0.038 -0.384
H 2.21400 -0.76262 0.95413 -0.181 -0.494 0.290
H 0.97358 -2.07716 1.07480 0.429 0.225 0.114
H 2.27216 -0.28859 4.57744 -0.333 -0.408 -0.415
H 1.14416 -1.68938 4.76517 0.275 0.223 -0.069
H 2.62735 -1.85400 3.86873 0.081 0.021 0.046
H 0.60075 0.64079 5.18639 -0.408 -0.045 0.141
H -1.10769 0.95420 5.44437 0.021 -0.057 -0.139
H -0.58719 -0.69362 5.08517 -0.013 0.263 0.216
H -1.16425 2.48087 2.67816 -0.258 -0.344 0.259
H -2.28707 1.16119 2.32351 0.228 0.413 0.570
H -2.21310 1.78690 4.00078 0.504 -0.115 -0.849
```
Positions in Å, forces in eV/Å.

* frontier orbital gap (spin up / spin down): 7.825 / 5.921 eV
* HOMO level (spin up / spin down): -0.41488 / -0.37951 Ha
* charge: +1
* electronic energy: -2451.88248 Eh
* multiplicity: 4

These are the Löwdin partial charges, in e, on atoms 1 to 6: number 1, O, carries -0.12; number 2, H, carries 0.08; number 3, Cr, carries 0.82; number 4, N, carries -0.15; number 5, N, carries -0.13; number 6, N, carries -0.07

---

Entry 4:
Molecular formula: C14H32N6O6P
Method: DFT, ωB97M-V with the def2-TZVPD basis set

Structure (XYZ):
```
59
Properties=species:S:1:pos:R:3:forces:R:3
O 2.75560 -2.28528 -4.81790 -0.144 0.051 0.564
O -2.53161 -1.51569 1.44307 -1.443 -0.655 1.362
O 1.17333 -3.33935 -0.96019 -0.560 0.936 0.049
O -2.51167 4.49318 4.54700 -0.162 0.527 1.089
O -3.82789 -2.83598 2.79297 0.620 1.243 -0.561
O -2.74474 4.14604 2.19160 -0.303 -0.293 -1.581
C 3.73193 -1.83347 -4.23755 -0.521 -0.387 -1.702
C -3.31468 -1.65144 2.37460 0.869 0.313 -0.596
C 2.13934 -3.19014 -1.69284 -0.320 -0.099 0.362
C -0.54635 2.76829 -0.63284 0.027 -1.057 -0.731
N -1.71916 2.62676 -0.08081 -1.364 -0.603 0.356
N 2.74906 -4.31352 -2.09272 1.225 -0.391 -0.708
N -0.01846 1.84888 -1.42380 -0.238 -0.497 -0.271
N -4.09701 -0.73850 4.58114 -0.200 -0.408 -0.674
N 3.75338 -1.55531 -2.92655 -0.019 0.008 1.525
N 0.10102 3.86857 -0.37335 1.268 1.559 0.238
C 5.00166 -1.56019 -5.01030 -0.103 0.004 0.105
C 4.02795 -4.55797 -2.76034 -0.281 0.183 -0.182
C -0.61332 0.54628 -1.79852 0.376 -0.347 0.120
C -3.78517 -0.40586 3.16654 0.477 0.217 1.200
C 0.29816 -0.63044 -1.43701 0.201 -0.014 -0.233
C -2.74858 0.73412 3.12314 -0.231 0.022 -0.488
C 1.51417 -0.73392 -2.37448 -0.779 -0.499 0.179
C -0.52662 3.08317 3.40333 0.196 -0.375 -0.669
C -3.21419 1.98362 3.90118 0.347 -0.823 -0.738
C 2.63036 -1.73843 -1.97753 0.185 0.179 -0.684
P -2.25332 3.46256 3.53977 0.096 0.251 2.466
H -4.35402 -2.62963 3.58601 -0.091 -0.067 0.096
H -3.33247 4.81285 2.59788 0.013 0.280 -0.537
H -2.11776 3.34892 0.51068 -0.136 -0.169 -0.008
H -2.24988 1.80108 -0.29579 -0.229 0.112 0.182
H 2.23843 -5.13674 -1.81057 -0.043 0.153 0.127
H 0.88132 2.05298 -1.82343 0.074 -0.006 -0.033
H -4.54099 0.04936 5.05899 0.234 -0.555 -0.172
H -3.25863 -1.03653 5.08857 -0.365 0.345 -0.177
H 4.62387 -1.20344 -2.56032 -0.110 -0.062 0.096
H 0.99976 4.04084 -0.78692 0.014 0.222 0.111
H -0.33000 4.57291 0.19940 0.182 0.160 -0.027
H 5.80914 -2.17332 -4.61581 0.208 0.066 0.019
H 4.83668 -1.81410 -6.05764 -0.028 0.025 0.207
H 5.25863 -0.50573 -4.93324 0.215 0.052 0.018
H 4.34729 -5.58223 -2.55947 -0.135 0.141 0.086
H 3.91280 -4.44792 -3.84049 0.191 0.034 0.030
H 4.79918 -3.88429 -2.38685 -0.037 -0.106 -0.072
H -1.56478 0.38868 -1.28936 0.089 0.214 -0.004
H -0.80821 0.52552 -2.87305 -0.059 0.240 0.035
H -4.70345 -0.06152 2.67709 -0.033 -0.088 0.137
H 0.62734 -0.53900 -0.40090 -0.182 -0.117 0.111
H -0.30709 -1.53051 -1.53678 0.128 -0.027 0.261
H -2.57896 1.00548 2.07646 0.123 -0.111 0.031
H -1.79586 0.37448 3.52915 -0.106 0.001 -0.121
H 1.13466 -0.99184 -3.36404 0.221 -0.002 -0.116
H 1.97376 0.25254 -2.44711 0.373 -0.003 -0.077
H -0.21714 2.51348 4.28178 -0.074 0.030 -0.072
H 0.03995 4.01520 3.36874 -0.137 -0.018 0.028
H -0.33867 2.49811 2.50397 0.271 -0.159 -0.010
H -4.25384 2.21480 3.65957 -0.057 0.121 0.041
H -3.14787 1.81182 4.97813 0.051 0.255 -0.066
H 2.99362 -1.41827 -1.00228 0.215 -0.009 0.080
```
Positions in Å, forces in eV/Å.

* frontier orbital gap: 8.810 eV
* HOMO level: -0.42113 Ha
* charge: +1
* electronic energy: -1673.91988 Eh
* multiplicity: 1

These are the Löwdin partial charges, in e, on atoms 1 to 6: number 1, O, carries 0.06; number 2, O, carries 0.08; number 3, O, carries 0.05; number 4, O, carries -0.30; number 5, O, carries 0.13; number 6, O, carries -0.17

---

- Which of these has the lowest electronic energy?
  C14H32BrFNbO3S2

---

- What is the formula in the third record?
  C14H32CrN6O7

---

- Look up the multiplicity of the fourth one.
  1